Molecular formula: C14H14IrN2O3S
Method: DFT, ωB97M-V with the def2-TZVPD basis set

The geometry in XYZ format:
```
35
Properties=species:S:1:pos:R:3:forces:R:3:mulliken_charge:R:1
Ir -0.16231 -0.20256 -1.84928 0.81 3.55 -2.43 0.815
S 1.78239 1.73104 2.41062 3.12 2.42 -5.62 0.964
O 3.27079 1.40074 2.22232 -4.05 0.36 1.99 -0.617
O 1.53859 3.21764 2.11562 -0.02 -3.87 2.22 -0.612
O -0.33421 -0.49666 0.11472 1.20 1.33 4.78 -0.635
N -1.47671 -1.50886 -1.82018 0.55 -3.53 -1.52 -0.146
N 1.18229 1.06824 0.89612 3.72 3.75 0.20 -0.322
C -0.52191 -2.55436 -2.34288 -0.58 -1.75 -0.38 -0.646
C -1.02981 -0.94906 2.99952 -0.97 -0.77 2.38 -0.453
C 0.80519 0.98714 -3.69448 -0.50 -0.12 -0.45 -0.407
C 0.67639 0.71994 3.35702 2.04 2.12 2.23 0.210
C 0.86739 -1.89686 -2.53818 -1.29 -0.42 0.22 -0.703
C -1.21401 -1.03876 4.38802 -0.14 -0.29 -2.35 -0.559
C 0.97559 1.81234 -2.54658 0.15 -0.03 0.89 -0.615
C 0.26729 0.18754 1.10092 -5.32 -5.19 2.50 0.489
C -0.07301 -0.05756 2.50582 -0.25 -0.50 -4.88 0.152
C -1.28491 1.57554 -2.92158 -0.08 -0.64 0.31 -0.493
C -0.31371 2.17424 -2.06758 0.53 0.68 0.16 -0.502
C -0.59191 0.84934 -3.93178 0.36 0.23 -1.03 -0.292
C 0.51489 0.64744 4.74152 -0.54 -0.47 0.32 -0.475
C -0.44331 -0.24366 5.25682 1.19 1.15 0.03 -0.576
H -0.47281 -3.39626 -1.62268 -0.10 0.29 -0.27 0.321
H -2.45111 -1.81136 -1.82518 0.37 0.65 0.18 0.198
H -1.95211 -1.72156 4.78942 0.03 0.02 -0.04 0.389
H -0.52581 2.77544 -1.18208 0.16 -0.23 -0.35 0.503
H 1.92989 2.08484 -2.09168 -0.45 -0.04 -0.20 0.382
H -0.59211 -0.31936 6.32642 0.09 0.07 -0.05 0.387
H 1.23169 -1.97106 -3.57288 -0.22 0.24 0.48 0.338
H 1.11079 1.26144 5.40312 -0.02 -0.01 0.02 0.435
H -0.89821 -2.94456 -3.30918 0.03 0.04 0.43 0.367
H 1.62349 -2.25836 -1.82508 -0.25 0.38 -0.22 0.361
H -2.36871 1.64504 -2.80898 0.46 0.01 -0.08 0.403
H -1.05361 0.25274 -4.72078 0.22 0.30 0.31 0.407
H 1.60459 0.53884 -4.28488 -0.34 0.18 0.26 0.488
H -1.62111 -1.55876 2.32782 0.10 0.09 -0.04 0.445
```
Forces are in eV/Å.

For the energy, the calculation gives -37530.7841 eV. The spin multiplicity is 6. The calculation puts the frontier orbital gap (spin up / spin down) at 5.488 / 5.190 eV. Its expectation value of S² is 8.783. The largest force on an atom comes out at 0.1525 Eh/bohr. As for the lowest unoccupied orbital energy (spin up / spin down): 0.066 / -3.510 eV.

***

Molecular formula: C5H9F
Method: DFT, ωB97M-V with the def2-TZVPD basis set

The geometry in XYZ format:
```
15
Properties=species:S:1:pos:R:3:forces:R:3:mulliken_charge:R:1
F -0.34733 0.86274 -2.44707 0.74 -0.25 -0.96 -0.255
C 0.55652 -1.50543 0.00774 -0.36 -0.21 1.07 -1.419
C -1.01966 0.41999 -0.27389 -1.02 -0.64 -1.65 -0.536
C 0.40101 0.01336 0.03457 -1.35 -0.47 1.34 0.862
C -1.29482 0.72691 -1.52856 -0.86 1.45 0.76 -0.187
C 0.66722 0.66363 1.39310 1.57 -0.78 -1.01 -1.595
H 1.08490 0.40746 -0.70259 -0.06 0.43 -0.22 0.281
H -0.11157 -1.98375 0.74178 0.04 0.17 -0.22 0.320
H 0.12458 0.18615 2.20179 0.10 0.11 0.16 0.339
H -2.21376 1.19773 -1.84860 -0.29 -0.40 -0.21 0.366
H 1.74649 0.68141 1.49582 0.31 -0.49 0.87 0.428
H -1.97382 0.41490 0.32064 1.63 -0.22 0.17 0.237
H 1.54776 -1.82243 0.27953 0.67 0.07 0.22 0.366
H 0.46692 1.69479 1.27271 -0.80 1.16 0.30 0.422
H 0.36555 -1.95747 -0.94696 -0.31 0.07 -0.63 0.372
```
Forces are in eV/Å.

For the energy, the calculation gives -8047.2597 eV. The calculation puts the frontier orbital gap at 10.591 eV. The largest force on an atom comes out at 0.0398 Eh/bohr. As for the lowest unoccupied orbital energy: 1.150 eV.

***

Molecular formula: C5H4N2S
Method: DFT, ωB97M-V with the def2-TZVPD basis set

The geometry in XYZ format:
```
12
Properties=species:S:1:pos:R:3:forces:R:3:mulliken_charge:R:1
S 2.02306 1.33802 1.17442 0.19 0.29 -0.78 -0.188
N 0.42570 -1.66860 -2.28696 -1.20 0.75 1.57 -0.392
N -3.19952 0.50067 -1.45907 2.43 -0.59 1.62 -0.404
C -2.20211 0.19555 -0.91847 -3.07 0.51 -1.84 0.041
C -0.30757 0.14511 0.63724 -1.60 0.06 -0.43 -0.314
C 1.07593 -0.18770 1.03479 -0.85 -0.53 1.19 -0.556
C -0.94562 -0.29713 -0.48893 2.19 -0.11 0.49 0.565
C -0.21451 -1.13764 -1.46973 0.56 0.09 -0.70 0.015
H 1.45771 -0.99481 0.40490 0.45 0.30 0.23 0.432
H 1.75066 1.78955 -0.07919 0.20 -0.12 0.43 0.155
H 1.00596 -0.49097 2.11576 0.27 -0.18 -1.01 0.283
H -0.86969 0.80794 1.33524 0.44 -0.47 -0.77 0.362
```
Forces are in eV/Å.

For the energy, the calculation gives -19063.4430 eV. The calculation puts the frontier orbital gap at 9.239 eV. The largest force on an atom comes out at 0.0703 Eh/bohr. As for the lowest unoccupied orbital energy: -0.824 eV.

***

Molecular formula: C5H7NO2
Method: DFT, ωB97M-V with the def2-TZVPD basis set

The geometry in XYZ format:
```
15
Properties=species:S:1:pos:R:3:forces:R:3:mulliken_charge:R:1
O 1.27489 -1.82927 0.88410 0.10 -0.12 0.12 -0.430
O 2.30360 0.13818 0.51177 -0.30 -0.26 0.12 -0.549
N -0.40786 2.29095 -0.96768 0.98 0.89 -2.08 -0.607
C -1.20475 0.04926 1.01678 1.63 -1.58 -1.25 -1.269
C -0.06906 1.12724 -0.80704 0.41 -3.72 -0.71 -0.054
C -0.30117 -0.51031 -1.49628 -1.23 1.74 -0.79 -1.150
C 1.31881 -0.55323 0.46508 0.27 -0.11 -0.03 0.158
C 0.00073 -0.14935 -0.10781 -1.11 3.31 3.33 1.559
H 2.14927 -2.06336 1.22983 0.02 0.05 -0.03 0.354
H -1.20189 -0.90565 1.53575 -0.43 0.05 0.33 0.386
H 0.16626 3.04148 -0.58909 -0.69 -0.13 1.13 0.276
H 0.42112 -1.14152 -1.99036 0.33 0.52 -0.39 0.290
H -1.31277 -0.57495 -1.86759 -0.21 -0.53 0.45 0.331
H -2.14233 0.20334 0.48896 0.06 0.01 -0.01 0.374
H -0.99485 0.87718 1.69359 0.18 -0.11 -0.20 0.330
```
Forces are in eV/Å.

For the energy, the calculation gives -10880.0214 eV. The calculation puts the frontier orbital gap at 8.341 eV. The largest force on an atom comes out at 0.0938 Eh/bohr. As for the lowest unoccupied orbital energy: 0.599 eV.